# 1
{"formula": "C29H29ClN6O", "method": "ωB97M-V with the def2-TZVPD basis set", "symbols": ["O", "C", "N", "C", "H", "C", "N", "C", "C", "C", "C", "C", "C", "H", "Cl", "H", "H", "H", "C", "H", "C", "H", "H", "H", "H", "H", "H", "C", "C", "N", "C", "N", "C", "H", "C", "N", "C", "N", "C", "C", "C", "C", "H", "H", "H", "H", "C", "H", "C", "H", "H", "H", "H", "H", "H", "C", "C", "C", "C", "C", "C", "H", "H", "H", "H", "H"], "xyz": [[-3.10725, -2.15666, 0.84340], [-2.08811, -1.58548, 0.49216], [-1.41898, -1.96168, -0.62694], [-0.22633, -1.35929, -1.16413], [-0.42584, -1.04583, -2.19825], [0.91925, -2.38756, -1.17811], [0.52772, -3.56194, -1.92786], [0.79931, -3.65235, -3.28147], [-0.09788, -4.20932, -4.20126], [0.24110, -4.34377, -5.53351], [1.47093, -3.92589, -6.00967], [2.36327, -3.38114, -5.10181], [2.05111, -3.24775, -3.76487], [2.79910, -2.85269, -3.09702], [3.92371, -2.86232, -5.64725], [1.73302, -4.02258, -7.05010], [-0.47428, -4.77353, -6.21865], [-1.07675, -4.53427, -3.88840], [-0.67063, -4.14419, -1.36177], [-0.44057, -4.41602, -0.32519], [-1.83343, -3.14361, -1.35371], [-2.10010, -2.86301, -2.37931], [-2.70754, -3.55732, -0.84832], [-0.93569, -5.05480, -1.89626], [1.14774, -2.69315, -0.15171], [1.80604, -1.92966, -1.60890], [0.04975, -0.48264, -0.57897], [-1.50511, -0.46706, 1.28496], [-0.28826, -0.60587, 1.90493], [0.28190, 0.33539, 2.65681], [-0.36830, 1.45649, 2.90671], [0.30043, 2.39601, 3.64928], [1.61234, 2.02246, 4.13732], [1.56617, 1.00048, 4.50992], [2.66157, 2.12722, 3.00458], [2.22316, 3.12071, 2.04398], [1.70097, 2.73829, 0.83211], [0.67944, 3.46031, 0.36695], [0.18151, 3.17402, -0.82280], [0.66329, 2.16554, -1.63402], [1.74575, 1.42654, -1.16625], [2.27303, 1.70225, 0.07493], [3.12594, 1.15478, 0.44215], [2.18076, 0.65020, -1.78004], [0.22496, 1.96902, -2.59903], [-0.65167, 3.79404, -1.12953], [1.59048, 4.24374, 2.70011], [2.27617, 4.60136, 3.47215], [0.23702, 3.80575, 3.30308], [-0.53403, 3.95710, 2.55008], [0.00793, 4.39864, 4.19608], [1.42847, 5.03265, 1.96702], [3.63551, 2.41925, 3.41319], [2.75162, 1.16053, 2.51442], [1.85591, 2.69866, 4.96073], [-1.73109, 1.64381, 2.49797], [-2.56855, 2.66632, 2.98141], [-3.84880, 2.80337, 2.51362], [-4.34631, 1.92395, 1.54546], [-3.58330, 0.87427, 1.11285], [-2.27856, 0.68404, 1.60707], [-3.98463, 0.15438, 0.41708], [-5.34904, 2.05852, 1.16739], [-4.48300, 3.58834, 2.89847], [-2.21429, 3.32038, 3.76204], [0.30196, -1.50744, 1.79466]], "fmax_ev_per_a": 0.9, "smiles": "O=C(c1cnc(N2CCN(c3ccccn3)CC2)c2ccccc12)N1CCN(c2cccc(Cl)c2)CC1", "homo_ev": -7.777, "orbital_gap_ev": 8.21}


# 2
{"formula": "C15H13N3O3", "method": "ωB97M-V with the def2-TZVPD basis set", "symbols": ["C", "C", "C", "N", "C", "C", "C", "H", "H", "N", "C", "O", "C", "C", "C", "C", "C", "C", "C", "C", "H", "H", "H", "N", "O", "O", "H", "H", "H", "H", "H", "H", "H", "H"], "xyz": [[4.31822, 1.26948, -1.00037], [3.50449, 0.24557, -0.27707], [2.11763, 0.27398, -0.28601], [1.35643, -0.61494, 0.33124], [1.93333, -1.59210, 1.01651], [3.32509, -1.72331, 1.08798], [4.10541, -0.79404, 0.43350], [5.18306, -0.86731, 0.47268], [3.77083, -2.53119, 1.64836], [1.13204, -2.51444, 1.66935], [-0.24030, -2.57090, 1.77688], [-0.76785, -3.55761, 2.24452], [-0.95537, -1.37350, 1.30449], [-2.08166, -1.45115, 0.59392], [-2.73072, -0.28515, 0.01102], [-1.96156, 0.80707, -0.38403], [-2.57362, 1.90830, -0.96018], [-3.95107, 1.95787, -1.14808], [-4.71241, 0.86895, -0.76426], [-4.11004, -0.24507, -0.20279], [-4.71266, -1.09276, 0.08789], [-5.78143, 0.88568, -0.91092], [-4.39553, 2.83200, -1.59779], [-1.75649, 3.01570, -1.38709], [-0.55181, 2.89863, -1.28938], [-2.31701, 3.99861, -1.82256], [-0.88869, 0.78792, -0.27390], [-2.53334, -2.41596, 0.40541], [-0.50576, -0.42410, 1.54406], [1.60889, -3.32472, 2.04791], [1.58107, 1.05239, -0.81388], [4.83381, 0.81289, -1.84510], [3.68436, 2.06965, -1.37264], [5.07264, 1.69353, -0.33967]], "fmax_ev_per_a": 1.4, "smiles": "Cc1ccc(NC(=O)/C=C/c2cccc([N+](=O)[O-])c2)nc1", "homo_ev": -8.764, "de_lowest_kcal_mol": 39.3, "orbital_gap_ev": 8.22}


# 3
{"formula": "C2H7N2P2", "method": "ωB97M-V with the def2-TZVPD basis set", "symbols": ["C", "C", "N", "N", "P", "P", "H", "H", "H", "H", "H", "H", "H"], "xyz": [[-0.63229, 1.27915, 0.85834], [-0.34488, 2.02123, -0.51795], [1.04482, -2.04230, 0.54642], [-1.11361, -0.29901, -0.84748], [-0.98111, -0.42550, 0.63706], [-0.83266, 0.93640, -1.84868], [-0.39589, 1.69678, 1.88669], [-0.46635, 3.15686, -0.46738], [0.75495, 1.89544, -0.46969], [1.87924, -1.74328, -0.06135], [0.71092, -3.03825, 0.23461], [1.62836, -2.25625, 1.38473], [-1.25149, -1.18129, -1.33530]], "fmax_ev_per_a": 11.2, "charge": 1, "homo_ev": [-12.778, -12.767], "de_lowest_kcal_mol": 44.2, "orbital_gap_ev": [6.84, 6.83]}


# 4
{"formula": "C11H27ClHfIO4P2", "method": "ωB97M-V with the def2-TZVPD basis set", "symbols": ["C", "I", "H", "H", "H", "Hf", "P", "C", "C", "H", "H", "H", "C", "H", "H", "H", "H", "H", "H", "C", "O", "Cl", "C", "C", "O", "P", "O", "C", "C", "O", "C", "C", "H", "H", "H", "H", "H", "H", "H", "H", "H", "H", "H", "H", "H", "H", "H"], "xyz": [[-2.71257, 0.99399, 2.06569], [-0.44357, 0.68525, 3.53133], [-2.81983, 0.12517, 1.39634], [-3.47342, 1.73774, 1.76570], [-2.99142, 0.68109, 3.07904], [0.92219, 0.22349, -1.28798], [0.00026, -2.04943, -0.37381], [-0.91984, -2.28946, 1.17554], [-1.22100, -2.60539, -1.62867], [1.87332, -3.35998, -1.17322], [0.64765, -4.40650, -0.39704], [1.74562, -3.40404, 0.60360], [1.17337, -3.44417, -0.33179], [-0.77522, -2.56166, -2.62998], [-1.53922, -3.63352, -1.40916], [-1.77039, -2.96974, 1.02057], [-1.28985, -1.33178, 1.55255], [-2.09334, -1.94134, -1.61950], [-0.25518, -2.70985, 1.93865], [-1.38597, 1.55825, 2.00955], [-1.04410, 2.52199, 1.24034], [-0.35021, 0.34696, -3.20155], [3.30725, 2.75160, 1.69977], [1.88754, 3.22246, 1.83279], [1.26935, 3.32371, 0.46214], [0.17406, 2.29936, -0.15621], [2.59504, 0.98835, -1.75175], [3.41185, 1.80544, -2.58233], [4.13522, 2.89823, -1.81760], [-0.69161, 3.20935, -1.18156], [-0.61454, 4.65588, -1.40511], [-1.65748, 5.34648, -0.57736], [3.37030, 1.80702, 1.14664], [3.74526, 2.59886, 2.69562], [3.93567, 3.50016, 1.19545], [1.29253, 2.53568, 2.45117], [1.81729, 4.23655, 2.23354], [4.12939, 1.17299, -3.10427], [2.76847, 2.24192, -3.35478], [4.74510, 2.47888, -1.01119], [4.79278, 3.47026, -2.48351], [3.41427, 3.60650, -1.38663], [0.39787, 5.00631, -1.17600], [-0.79688, 4.78550, -2.47678], [-1.42445, 5.25672, 0.48982], [-1.66064, 6.40627, -0.84192], [-2.66007, 4.93779, -0.75355]], "fmax_ev_per_a": 9.4, "charge": 3, "homo_ev": -19.942, "de_lowest_kcal_mol": 0.0, "orbital_gap_ev": 7.51}


# 5
{"formula": "C3H7IN2O2", "method": "ωB97M-V with the def2-TZVPD basis set", "symbols": ["C", "C", "C", "N", "N", "O", "O", "I", "H", "H", "H", "H", "H", "H", "H"], "xyz": [[0.36795, -0.94628, 1.19396], [0.48053, -1.12462, -1.29951], [0.96887, -0.70355, -0.14737], [-0.00864, 2.76029, 0.47256], [-0.23738, 1.64514, 0.10790], [-1.14417, 1.42586, -0.91312], [-0.64222, 3.83394, -0.12472], [2.86182, 0.26216, -0.08602], [0.38818, -0.04011, 1.79610], [-0.66339, -1.28465, 1.09791], [0.93686, -1.71319, 1.72170], [0.98133, -0.97038, -2.23884], [-1.08599, 0.47556, -1.10499], [-0.44831, -1.67289, -1.32843], [-0.28441, 4.61994, 0.30761]], "fmax_ev_per_a": 2.3, "smiles": "C=C(C)I.O/N=N\\O", "homo_ev": -9.155, "de_lowest_kcal_mol": 0.0, "orbital_gap_ev": 9.74}